(1)
This record from OMol25 describes a structure of composition C22H34N4PPtSe2 at a distorted geometry. The level of theory is ωB97M-V/def2-TZVPD.

Calculated values
E_tot, Ha: -6340.34821
Energy relative to the best compared isomer or geometry (same formula, charge and spin), eV: 0.000
Charge: +3

```
64
Properties=species:S:1:pos:R:3:mulliken_charge:R:1
Pt -0.784 0.655 0.156 3.53
C -3.142 -1.467 -0.484 -0.37
C -3.027 -1.532 1.027 -0.62
N -2.117 -0.511 1.617 -0.73
C -2.741 0.446 2.561 -0.59
C -2.856 1.854 2.016 -0.97
N -1.527 2.303 1.592 -0.76
C -1.432 3.728 1.226 -0.85
C -1.689 4.038 -0.236 -0.52
C -0.530 3.647 -1.143 -0.73
N -0.327 2.204 -1.419 -0.82
C -0.887 1.691 -2.686 -0.91
C -2.268 1.039 -2.539 -0.49
N -2.684 0.881 -1.134 -0.96
C -3.733 -0.153 -0.977 -0.76
H -2.157 -1.609 -0.929 -0.19
H -3.763 -2.302 -0.811 0.48
H -4.020 -1.402 1.459 0.29
H -2.673 -2.527 1.296 0.49
H -1.380 -0.999 2.117 0.40
H -3.739 0.105 2.836 0.41
H -2.142 0.478 3.473 0.46
H -3.555 1.915 1.181 0.24
H -3.249 2.491 2.814 0.62
H -0.904 2.156 2.383 0.40
H -2.143 4.296 1.832 0.40
H -0.431 4.078 1.481 0.50
H -2.647 3.638 -0.580 0.18
H -1.777 5.123 -0.310 0.45
H -0.672 4.154 -2.099 0.40
H 0.385 4.033 -0.694 0.50
H 0.679 2.055 -1.461 0.39
H -0.935 2.496 -3.420 0.35
H -0.198 0.947 -3.078 0.44
H -3.026 1.603 -3.087 0.45
H -2.220 0.045 -2.982 0.50
H -3.021 1.770 -0.786 -0.12
H -4.500 0.203 -0.288 0.48
H -4.220 -0.326 -1.938 0.50
Se 0.391 -1.270 -1.249 -0.02
P 2.100 -1.161 0.166 0.24
Se 1.498 0.530 1.462 -0.32
C 3.566 -0.768 -0.814 1.30
C 4.314 0.374 -0.542 -0.47
C 5.389 0.687 -1.360 -0.71
C 5.696 -0.121 -2.447 -0.55
C 4.960 -1.273 -2.698 -0.76
C 3.883 -1.598 -1.891 -0.35
C 2.217 -2.704 1.100 1.31
C 2.234 -2.684 2.493 -0.44
C 2.297 -3.883 3.184 -0.72
C 2.335 -5.086 2.491 -0.55
C 2.328 -5.097 1.101 -0.77
C 2.261 -3.908 0.396 -0.39
H 4.080 1.005 0.306 0.31
H 5.984 1.565 -1.149 0.44
H 6.508 0.153 -3.107 0.43
H 5.209 -1.914 -3.533 0.43
H 3.306 -2.489 -2.106 0.22
H 2.211 -1.747 3.035 0.33
H 2.314 -3.877 4.265 0.44
H 2.363 -6.019 3.037 0.44
H 2.362 -6.033 0.560 0.44
H 2.241 -3.929 -0.687 0.25
```

(2)
This record from OMol25 describes a structure of composition C22H34N7O3SZr. The level of theory is ωB97M-V/def2-TZVPD.

Calculated values
E_tot, Ha: -1912.34421
Energy relative to the best compared isomer or geometry (same formula, charge and spin), eV: 0.070
Charge: +3

```
68
Properties=species:S:1:pos:R:3:mulliken_charge:R:1
Zr -0.318 -0.235 -1.022 0.49
C -2.278 0.122 -3.597 -1.15
C -1.606 1.462 -3.419 -0.34
N -0.232 1.219 -2.909 -0.29
C 0.480 2.473 -2.570 -1.21
C 0.008 2.934 -1.221 0.56
C 0.092 4.242 -0.790 -1.16
C -0.430 4.567 0.454 -0.66
C -1.060 3.587 1.214 -0.88
C -1.109 2.300 0.723 0.05
C -1.798 1.165 1.427 -1.08
N -2.115 0.119 0.436 -0.35
C -3.322 0.469 -0.358 -0.24
C -3.506 -0.517 -1.492 -1.17
N -2.260 -0.650 -2.315 0.00
N -0.548 1.974 -0.459 1.81
H -1.736 -0.464 -4.341 0.44
H -3.297 0.244 -3.961 0.47
H -2.138 2.083 -2.697 0.26
H -1.582 2.007 -4.363 0.48
H 0.288 0.759 -3.652 0.49
H 0.302 3.246 -3.319 0.63
H 1.550 2.273 -2.541 0.39
H 0.538 4.998 -1.423 0.60
H -0.383 5.587 0.815 0.49
H -1.528 3.829 2.160 0.62
H -2.696 1.526 1.932 0.70
H -1.139 0.738 2.183 0.31
H -2.261 -0.764 0.933 0.19
H -3.194 1.484 -0.737 0.31
H -4.212 0.474 0.272 0.53
H -4.341 -0.208 -2.119 0.48
H -3.741 -1.500 -1.090 0.40
H -2.204 -1.631 -2.586 0.43
N -1.895 -2.269 2.425 -0.53
N -1.217 -3.455 2.111 -0.31
C -1.005 -3.844 0.846 0.80
N -0.577 -5.086 0.665 -0.40
S -1.282 -2.893 -0.551 -0.42
H -1.414 -1.832 3.204 0.29
H -2.835 -2.501 2.735 0.26
H -1.123 -4.146 2.845 0.24
H -0.567 -5.777 1.403 0.22
H -0.407 -5.407 -0.275 0.24
C 2.278 -2.287 0.892 -1.68
C 1.751 -0.962 1.333 1.08
O 0.654 -0.560 0.835 -0.13
C 2.419 -0.189 2.343 0.74
C 3.528 -0.715 3.026 -0.73
C 4.163 0.034 3.997 -0.96
C 3.711 1.317 4.284 -0.49
C 2.620 1.858 3.604 -0.82
C 1.976 1.112 2.644 0.19
H 1.710 -2.662 0.045 0.17
H 2.179 -3.002 1.714 0.45
H 3.338 -2.232 0.648 0.51
H 3.890 -1.711 2.810 0.45
H 5.013 -0.374 4.527 0.46
H 4.216 1.905 5.040 0.45
H 2.292 2.864 3.830 0.47
H 1.146 1.533 2.094 0.17
C 3.013 -1.469 -2.959 -1.33
C 1.800 -0.964 -2.276 0.98
O 1.825 0.032 -1.478 -0.51
O 0.647 -1.500 -2.463 -0.52
H 3.906 -1.231 -2.386 0.37
H 3.094 -0.964 -3.927 0.36
H 2.925 -2.536 -3.153 0.38
```

(3)
This record from OMol25 describes a structure of composition C22H34NOP3Re at a distorted geometry. The level of theory is ωB97M-V/def2-TZVPD.

Calculated values
Expectation value of S²: 3.85
Multiplicity: 4
E_tot, Ha: -2090.35605
Charge: +2

```
62
Properties=species:S:1:pos:R:3:mulliken_charge:R:1
C -1.657 2.737 -3.294 -0.95
C -1.495 1.555 -2.564 0.35
C -0.141 1.163 -2.311 0.91
C 0.905 2.128 -2.213 0.24
C 0.710 3.326 -2.930 -0.90
C -0.529 3.547 -3.553 -0.50
C 2.017 1.609 -1.437 -0.71
C 2.500 0.407 -2.085 -0.16
C 1.433 -0.532 -2.201 0.93
C 1.637 -1.939 -2.329 0.55
C 2.901 -2.318 -2.793 -0.80
C 3.878 -1.334 -3.033 -0.73
C 3.749 -0.022 -2.567 -0.90
H -2.663 3.042 -3.639 0.45
H 1.558 4.003 -3.021 0.53
H -0.641 4.411 -4.200 0.46
H 2.787 2.328 -1.153 0.75
H 3.165 -3.365 -3.025 0.43
H 4.845 -1.577 -3.485 0.42
H 4.501 0.765 -2.617 0.50
N 0.078 -0.203 -2.139 -0.24
Re 0.092 -0.054 0.651 0.04
C -2.525 0.710 -1.881 -1.27
H -2.581 -0.336 -2.252 0.42
H -3.545 1.135 -1.887 0.65
C 0.612 -2.837 -1.718 -1.32
H -0.345 -2.800 -2.261 0.46
H 0.905 -3.900 -1.632 0.62
P -1.984 0.417 -0.017 0.84
P 0.131 -2.164 0.037 1.37
C 1.227 -3.265 1.005 -1.51
H 0.924 -3.264 2.058 0.40
H 1.192 -4.289 0.612 0.56
H 2.252 -2.892 0.956 0.39
C -1.425 -3.129 0.210 -1.56
H -1.205 -4.200 0.357 0.53
H -1.978 -2.772 1.090 0.38
H -2.068 -2.994 -0.673 0.32
C -2.558 2.058 0.662 -1.22
H -3.587 2.267 0.310 0.51
H -2.524 2.018 1.768 0.15
H -1.863 2.835 0.303 0.33
C -3.445 -0.590 0.501 -1.26
H -3.343 -0.818 1.578 0.26
H -4.385 -0.036 0.316 0.49
H -3.462 -1.534 -0.058 0.37
H 1.259 1.055 -0.009 0.02
H 1.721 -0.538 0.730 -0.10
C 0.706 -0.876 3.741 -1.24
P 0.239 0.864 3.572 1.12
C -1.454 1.038 4.103 -1.19
C 1.369 1.908 4.432 -1.17
O 0.265 1.315 2.051 -0.58
H 1.589 -1.097 3.125 0.36
H -0.157 -1.501 3.454 0.33
H 0.952 -1.008 4.800 0.57
H -1.426 0.982 5.195 0.47
H -1.865 2.002 3.783 0.35
H -2.053 0.208 3.702 0.30
H 2.374 1.847 4.008 0.36
H 1.030 2.946 4.398 0.37
H 1.401 1.563 5.468 0.44
```

(4)
This record from OMol25 describes a cluster of 6 separate species, C22H34O15Si in total. The level of theory is ωB97M-V/def2-TZVPD.

Calculated values
E_tot, Ha: -2276.81185
SMILES: C[C@@H]1COC(=O)O1.C[C@@H]1COC(=O)O1.C[C@@H]1COC(=O)O1.C[C@@H]1COC(=O)O1.C[C@@H]1COC(=O)O1.C#C[SiH3]

```
72
Properties=species:S:1:pos:R:3:mulliken_charge:R:1
C -0.658 -2.161 -1.273 0.32
C -1.844 -1.981 -1.399 -0.82
Si -3.627 -1.602 -1.596 0.48
H 0.404 -2.153 -1.150 0.49
H -4.172 -1.157 -0.306 -0.10
H -3.833 -0.541 -2.597 -0.13
H -4.348 -2.842 -1.960 -0.22
C -0.172 -0.722 2.343 -1.06
C -1.270 0.306 2.295 1.24
C -1.752 0.845 3.622 -0.20
O -3.113 1.204 3.319 -0.38
C -3.528 0.424 2.290 0.58
O -4.648 0.366 1.896 -0.54
O -2.483 -0.261 1.770 -0.31
H 0.764 -0.252 2.641 0.32
H -0.413 -1.520 3.049 0.44
H -0.035 -1.178 1.369 -0.03
H -0.985 1.123 1.622 -0.38
H -1.203 1.713 3.979 -0.04
H -1.762 0.076 4.397 0.35
C 0.292 1.632 -2.924 -1.57
C 0.297 2.140 -1.507 0.58
C 0.974 3.475 -1.277 -0.56
O 1.405 3.358 0.091 -0.33
C 1.585 2.041 0.347 0.59
O 2.104 1.605 1.328 -0.52
O 1.088 1.289 -0.652 -0.10
H -0.362 2.246 -3.542 0.40
H 1.298 1.649 -3.346 0.36
H -0.064 0.603 -2.956 0.34
H -0.720 2.152 -1.102 0.22
H 0.309 4.327 -1.388 0.33
H 1.856 3.611 -1.907 0.31
C -4.439 -6.179 -5.888 -1.43
C -3.684 -4.959 -5.430 0.52
C -4.528 -3.746 -5.109 -0.41
O -3.618 -2.670 -5.371 -0.31
C -2.725 -3.102 -6.297 0.63
O -1.947 -2.405 -6.862 -0.54
O -2.851 -4.438 -6.484 -0.36
H -5.014 -6.598 -5.062 0.38
H -5.120 -5.931 -6.703 0.35
H -3.749 -6.939 -6.252 0.35
H -3.031 -5.204 -4.588 0.26
H -4.864 -3.708 -4.076 0.24
H -5.385 -3.647 -5.780 0.28
C 0.718 4.221 2.981 -1.24
C 0.627 4.557 4.445 0.40
C 1.943 4.834 5.137 -0.46
O 1.663 4.443 6.488 -0.36
C 0.685 3.503 6.451 0.56
O 0.343 2.845 7.376 -0.53
O 0.159 3.423 5.203 -0.22
H 1.009 5.092 2.396 0.44
H 1.443 3.426 2.811 0.10
H -0.248 3.868 2.618 0.33
H -0.076 5.377 4.616 0.29
H 2.247 5.877 5.103 0.34
H 2.749 4.203 4.754 0.30
C 6.501 -1.029 -0.315 -1.53
C 5.248 -0.758 0.476 0.61
C 5.095 -1.549 1.756 -0.56
O 3.671 -1.617 1.898 -0.33
C 3.130 -1.521 0.662 0.59
O 1.981 -1.687 0.412 -0.42
O 4.075 -1.182 -0.246 -0.37
H 7.372 -0.644 0.215 0.40
H 6.632 -2.099 -0.481 0.35
H 6.447 -0.547 -1.291 0.37
H 5.139 0.313 0.673 0.24
H 5.535 -1.070 2.627 0.32
H 5.483 -2.566 1.660 0.33
```

(5)
This record from OMol25 describes a structure of composition C22H35AuNO3P2 at a distorted geometry. The level of theory is ωB97M-V/def2-TZVPD.

Calculated values
Expectation value of S²: 2.02
Multiplicity: 3
E_tot, Ha: -1957.85568
Charge: +1

```
64
Properties=species:S:1:pos:R:3:mulliken_charge:R:1
Au -0.793 0.009 -0.140 0.08
H 3.719 1.284 -1.892 0.20
H 3.531 1.068 -1.198 -0.30
P -0.473 2.296 0.197 0.67
P -0.993 -2.163 -0.927 0.78
C -1.193 -3.343 0.418 -1.08
H -1.490 -4.316 0.011 0.46
H -0.237 -3.435 0.953 0.25
H -1.968 -2.988 1.107 0.36
C -2.430 -2.352 -2.008 -1.16
H -2.281 -1.778 -2.931 0.37
H -2.573 -3.408 -2.272 0.42
H -3.335 -1.980 -1.513 0.38
C 0.439 -2.670 -1.892 -0.98
H 1.254 -2.948 -1.214 0.15
H 0.172 -3.527 -2.525 0.45
H 0.765 -1.825 -2.515 0.37
C -1.760 3.327 -0.559 -1.14
H -1.588 4.389 -0.335 0.41
H -1.749 3.179 -1.646 0.37
H -2.740 3.022 -0.172 0.38
C -0.421 2.747 1.952 -0.93
H 0.421 2.245 2.447 -0.04
H -0.314 3.836 2.068 0.46
H -1.354 2.425 2.435 0.37
C 1.100 2.840 -0.512 -0.95
H 1.143 2.534 -1.567 0.37
H 1.210 3.933 -0.443 0.45
H 1.928 2.347 0.015 0.06
C -0.016 -0.679 1.722 0.44
O -0.162 -0.969 2.830 -0.35
H -2.374 0.079 0.350 -0.11
C 3.162 -2.595 5.719 -1.75
C 3.100 -1.288 4.979 1.24
C 2.174 -0.325 5.371 -1.04
C 2.045 0.885 4.687 -0.82
C 2.862 1.137 3.593 -0.77
C 3.737 0.138 3.147 0.13
N 4.429 0.373 1.958 0.09
C 4.602 -0.478 0.871 -0.48
C 5.671 -0.209 -0.013 -0.52
C 5.902 -1.040 -1.112 -0.51
C 5.238 -2.275 -1.201 -0.79
C 4.239 -2.589 -0.278 -0.73
C 3.787 -1.614 0.613 0.98
C 2.363 -1.708 1.076 0.17
O 1.833 -2.825 1.227 -0.70
O 1.808 -0.545 1.263 0.30
C 3.961 -1.022 3.906 0.98
C 5.084 -1.943 3.566 -1.43
H 2.912 -3.421 5.037 0.31
H 4.154 -2.790 6.153 0.37
H 2.422 -2.580 6.528 0.40
H 1.568 -0.521 6.256 0.35
H 1.322 1.635 5.014 0.41
H 2.813 2.082 3.043 0.44
H 4.711 1.335 1.774 0.32
H 6.273 0.697 0.158 0.38
H 6.636 -0.742 -1.867 0.43
H 5.443 -2.963 -2.021 0.44
H 3.745 -3.557 -0.255 0.57
H 4.770 -2.719 2.858 0.20
H 5.940 -1.419 3.120 0.29
H 5.431 -2.457 4.469 0.54
```

(6)
This record from OMol25 describes a cluster of 3 separate species, C22H35BNO8 in total at a distorted geometry. The level of theory is ωB97M-V/def2-TZVPD.

Calculated values
E_tot, Ha: -1540.85856
Charge: -1

```
67
Properties=species:S:1:pos:R:3:mulliken_charge:R:1
C -0.502 5.380 1.716 -0.27
C 0.107 4.388 1.410 -1.80
C 0.819 3.226 0.823 2.45
C 0.055 1.890 0.874 0.12
C -1.469 2.012 0.953 -0.96
N -2.047 2.911 -0.057 -0.63
O 1.055 3.485 -0.545 -0.77
B 2.485 3.248 -0.848 1.03
O 3.169 3.626 0.442 -0.84
C 2.288 3.253 1.466 -0.35
C 2.825 1.962 2.145 -1.34
C 2.751 2.011 3.686 -0.91
C 1.989 0.919 4.419 0.53
C 1.946 0.992 5.819 -0.43
C 1.265 0.069 6.588 -0.53
C 0.603 -0.994 5.975 -0.39
C 0.635 -1.086 4.595 -0.78
C 1.312 -0.138 3.828 -0.09
H -0.969 6.263 2.076 0.56
H 0.380 1.235 1.683 -0.72
H 0.289 1.370 -0.055 0.32
H -1.785 2.268 1.969 0.36
H -1.877 1.011 0.767 0.33
H -1.310 3.307 -0.633 0.36
H -2.459 3.700 0.421 0.33
H 2.701 2.024 -1.014 -0.39
H 2.923 3.897 -1.781 -0.28
H 2.313 4.081 2.186 0.40
H 3.870 1.920 1.848 0.41
H 2.347 1.081 1.724 0.70
H 3.754 2.030 4.122 0.43
H 2.294 2.961 3.979 0.37
H 2.458 1.804 6.326 0.37
H 1.222 0.148 7.668 0.36
H 0.069 -1.745 6.543 0.36
H 0.134 -1.900 4.085 0.37
H 1.297 -0.247 2.753 0.35
C -6.634 -3.129 -1.271 -1.10
C -5.349 -3.914 -1.430 -0.19
O -4.349 -3.173 -2.137 -0.36
C -3.741 -2.213 -1.425 0.72
O -3.951 -1.964 -0.266 -0.59
O -2.873 -1.603 -2.219 -0.27
C -2.185 -0.488 -1.619 -0.77
H -6.997 -2.794 -2.244 0.29
H -7.400 -3.748 -0.804 0.36
H -6.480 -2.247 -0.651 0.32
H -5.526 -4.803 -2.034 0.29
H -4.957 -4.238 -0.465 0.32
H -1.700 -0.784 -0.693 0.33
H -2.876 0.333 -1.439 0.40
H -1.429 -0.170 -2.331 0.26
C 4.039 -3.063 -3.526 -1.08
C 3.743 -2.149 -4.695 -0.19
O 2.570 -2.557 -5.417 -0.39
C 1.415 -2.265 -4.817 0.78
O 1.287 -1.690 -3.770 -0.56
O 0.415 -2.709 -5.585 -0.36
C -0.874 -2.487 -5.006 -0.58
H 4.117 -4.099 -3.863 0.29
H 4.977 -2.775 -3.052 0.35
H 3.249 -3.012 -2.779 0.30
H 4.553 -2.194 -5.422 0.28
H 3.638 -1.112 -4.375 0.34
H -1.010 -1.439 -4.750 0.24
H -0.999 -3.104 -4.118 0.29
H -1.612 -2.774 -5.750 0.28
```

(7)
This record from OMol25 describes a structure of composition C22H35IrNO2P2S2 at a distorted geometry. The level of theory is ωB97M-V/def2-TZVPD.

Calculated values
Expectation value of S²: 8.79
Multiplicity: 6
E_tot, Ha: -2646.88044
Energy relative to the best compared isomer or geometry (same formula, charge and spin), eV: 5.165
Charge: +2

```
65
Properties=species:S:1:pos:R:3:mulliken_charge:R:1
P 0.144 -2.192 -2.147 0.46
P -0.252 2.313 -1.297 0.59
C -0.242 -0.378 -3.217 0.44
C 0.276 1.058 -2.955 -1.02
H -1.310 -0.438 -3.454 0.83
H 0.418 -0.757 -4.003 -1.43
H 1.309 1.207 -3.295 1.22
H -0.452 1.711 -3.445 -0.54
C -2.005 2.587 -1.579 -1.06
H -2.388 3.445 -1.011 0.45
H -2.592 1.696 -1.312 0.34
H -2.133 2.788 -2.652 0.45
C 0.965 3.608 -1.611 -1.23
H 0.805 3.967 -2.634 0.43
H 1.994 3.232 -1.542 0.39
H 0.869 4.449 -0.919 0.42
C -1.145 -3.409 -2.442 -1.20
H -1.149 -4.185 -1.661 0.54
H -0.929 -3.867 -3.414 0.40
H -2.140 -2.942 -2.466 0.39
C 1.856 -2.540 -2.546 -0.91
H 2.530 -1.817 -2.060 0.40
H 1.926 -2.455 -3.635 0.25
H 2.105 -3.562 -2.232 0.42
Ir 0.292 -0.065 -1.306 0.84
C 0.518 1.497 -5.697 0.01
C -0.828 1.511 -5.589 -0.59
C -1.735 0.830 -6.546 -1.10
C -1.367 -0.646 -6.888 -0.91
C -0.577 -1.396 -5.881 -0.17
C 0.775 -1.417 -5.813 -0.28
C 1.658 -0.603 -6.691 -1.17
C 1.260 0.893 -6.834 -1.08
C -0.155 -1.669 0.020 -1.68
H 1.137 2.145 -5.078 0.77
H -1.332 2.274 -4.996 0.63
H -1.795 1.400 -7.488 0.33
H -2.761 0.836 -6.156 0.40
H -2.310 -1.194 -7.055 0.48
H -0.836 -0.657 -7.851 0.29
H -1.167 -2.061 -5.253 0.41
H 1.276 -2.223 -5.290 0.89
H 1.701 -1.045 -7.699 0.34
H 2.692 -0.641 -6.326 0.36
H 2.186 1.475 -6.985 0.45
H 0.675 1.015 -7.760 0.33
H 0.716 -1.615 0.689 0.53
H -0.326 -2.752 -0.195 0.37
H -1.070 -1.275 0.489 0.65
O -2.978 -0.980 3.075 -0.59
S -2.394 0.338 3.162 1.04
O -3.211 1.453 3.581 -0.59
N -1.530 0.664 1.737 -0.39
C -0.270 0.928 1.966 0.52
S 0.772 1.357 0.629 -0.54
C 0.186 0.684 3.355 0.80
C 1.463 0.622 3.932 -0.67
C 1.605 0.199 5.257 -0.49
C 0.488 -0.161 6.026 -0.51
C -0.796 -0.077 5.468 -0.56
C -0.905 0.300 4.134 0.08
H 2.311 0.894 3.317 0.46
H 2.599 0.140 5.705 0.42
H 0.617 -0.507 7.047 0.43
H -1.689 -0.296 6.056 0.46
```